Below is a structure of composition C28H25BCuF4NO4P, with properties calculated with ωB97M-V with the def2-TZVPD basis set.

```
65
Properties=species:S:1:pos:R:3:lowdin_charge:R:1
C -1.07345 0.60509 -1.31139 -0.309
O 1.72074 1.89687 1.38334 0.118
C -3.32801 -1.29541 1.03589 -0.094
C 3.83536 0.44441 -2.76534 0.039
H -3.75863 4.11679 3.31135 0.104
C -4.02743 -2.46590 1.26835 -0.081
N 2.48205 0.21540 -0.81255 0.136
H -3.88445 -4.59854 1.48787 0.104
O 2.12820 -1.38279 -3.95554 0.154
C -0.24815 1.70764 -1.57237 -0.123
H -5.10327 -2.44212 1.39383 0.103
C -0.11291 2.22929 -2.84777 -0.078
C -0.78612 0.53308 3.48263 -0.043
F 3.21558 -1.92130 0.74530 0.055
C -0.80231 1.63412 -3.89494 -0.079
H -3.05294 -1.51472 -3.16905 0.078
B 4.42555 -1.86744 1.54523 -1.173
H 0.18358 0.42427 2.99304 0.059
O 0.93693 -1.60975 -2.08184 0.111
O 3.77186 1.55284 2.15112 0.159
H 5.56652 1.69769 -2.56653 0.122
C -2.38603 2.47294 3.41979 -0.041
C 4.42769 1.57990 -0.75732 0.034
C -1.78586 1.44834 1.33470 -0.292
C -3.33959 -3.67688 1.31863 -0.072
C -1.77013 0.00089 -2.36681 -0.252
H -2.15413 0.08312 -4.46892 0.109
H 0.29825 2.15453 -0.74554 0.097
H 0.73783 -3.43138 0.77396 0.076
H 4.44972 0.85911 1.97848 0.118
H 3.99564 0.18477 -3.80144 0.127
C -1.23099 -2.52739 1.01699 -0.300
C 3.28546 1.05537 -0.16762 -0.151
Cu 1.12731 -1.01484 0.10967 0.391
H 1.48781 -2.04355 -4.25747 0.147
C -1.61543 0.54023 -3.64589 -0.051
C -1.66217 1.50469 2.73337 -0.260
H -0.61455 0.86751 4.50458 0.084
P -0.91950 0.10617 0.45290 1.137
C 2.76456 -0.09057 -2.08138 -0.148
C -2.64270 -1.21623 -2.20489 -0.030
C -3.32274 3.30902 1.37184 -0.082
F 5.22470 -0.76572 1.03925 0.059
H -1.25533 -0.45479 3.52637 0.087
H -0.70804 2.02050 -4.90268 0.103
H -3.96579 4.00329 0.84467 0.103
C 1.84501 -1.09805 -2.69042 -0.428
C -1.94677 -1.33343 0.85897 -0.328
H -3.85955 -0.35198 0.96617 0.113
C -2.60841 2.35154 0.66569 -0.080
C 0.25470 -2.50432 1.08589 -0.128
H 5.08447 2.21700 -0.18255 0.136
C 2.84774 1.51678 1.21014 -0.471
C -3.20923 3.36854 2.75193 -0.077
H 0.52676 3.08577 -3.02395 0.106
H -2.07640 -2.05495 -1.79561 0.085
F 4.06769 -1.59171 2.86404 0.125
C 4.69448 1.28535 -2.07681 -0.002
H 0.61043 -2.21797 2.08282 0.079
F 5.11808 -3.04972 1.39488 0.145
C -1.96059 -3.70790 1.19740 -0.035
H -2.29957 2.52879 4.49935 0.112
H -3.47432 -1.02875 -1.52744 0.074
H -1.42953 -4.64931 1.28565 0.115
H -2.69968 2.30577 -0.41202 0.103
```

Lowest unoccupied orbital energy (spin up / spin down) (eV): -0.90 / -0.97
Charge: 0
2S+1: 2
HOMO level (spin up / spin down) (eV): -7.51 / -8.81

***

Below is an isolated molecule of C3H5FOS in a non-equilibrium geometry, with properties calculated with ωB97M-V with the def2-TZVPD basis set.

```
11
Properties=species:S:1:pos:R:3:lowdin_charge:R:1
H 0.57425 1.97303 -0.50529 0.131
F 0.14702 0.68171 -1.84347 -0.179
H -1.53276 -0.35659 -0.29430 0.193
C -1.00606 0.67799 0.20694 -0.181
H -1.57768 1.24205 0.80714 0.074
O -0.26381 -0.37245 2.20233 -0.059
H 0.52623 -0.55714 -1.15612 -0.125
S 0.76550 -1.21652 -0.06090 1.016
C 0.02138 -0.27885 0.95186 -0.884
H -1.13658 2.36137 -1.23144 0.167
C -0.40101 1.54183 -0.77097 -0.153
```

SMILES: O=C(S)CCF
Lowest unoccupied orbital energy (eV): 0.46
Charge: 0
HOMO level (eV): -9.49

***

Below is a cluster of 2 separate species, C3H7ClN2O in total in a non-equilibrium geometry, with properties calculated with ωB97M-V with the def2-TZVPD basis set.

```
14
Properties=species:S:1:pos:R:3:lowdin_charge:R:1
H -0.63754 -2.24816 0.26874 0.136
H 1.98524 -0.35434 -1.15537 0.058
H 1.68560 0.98378 1.02871 0.090
H -4.30795 -0.74852 -0.15239 -0.339
H -0.03634 1.37803 1.24539 0.082
H 0.74708 -1.67763 -1.29646 0.083
H 0.71765 1.97695 -0.18481 0.086
N -1.03902 -0.15166 0.16165 0.056
Cl -4.46834 0.44483 -0.19268 0.345
C -1.44271 -1.42608 0.15582 -0.404
C 0.76101 1.22653 0.55401 0.034
N 0.24748 0.01058 -0.16382 -0.247
O -2.62047 -1.73585 0.27166 -0.076
C 1.03229 -0.68687 -0.95937 0.098
```

Lowest unoccupied orbital energy (spin up / spin down) (eV): -0.30 / -0.30
Charge: 0
HOMO level (spin up / spin down) (eV): -9.09 / -9.10

***

Below is a structure of composition C13H20N3Pb in a non-equilibrium geometry, with properties calculated with ωB97M-V with the def2-TZVPD basis set.

```
37
Properties=species:S:1:pos:R:3:lowdin_charge:R:1
H 0.99568 2.77011 1.93853 0.043
C 0.80046 -2.37582 0.68497 -0.063
H 0.02484 -2.50238 1.44875 0.102
H 1.71241 -4.31886 0.94615 0.085
H -0.14546 3.96427 -3.60391 -0.001
H 3.60139 -1.61244 -1.90148 0.084
H 0.19181 4.01304 1.09350 0.012
C -0.03986 -0.21948 2.77885 -0.071
H -2.67874 0.32834 4.83595 0.077
H -2.50942 -0.17475 -3.83025 0.002
C -0.70291 -0.00306 1.56379 -0.384
N 0.56407 3.23770 -3.43631 -0.120
H -1.51766 -1.00792 -4.93225 0.006
C 2.79909 -1.85740 -1.20824 -0.133
H -1.74706 -1.77350 -3.24920 0.028
C 0.88684 -1.12695 0.03435 -0.335
H 1.99956 0.17165 -1.33167 -0.048
Pb 0.13608 1.79456 -0.96542 0.546
C -2.11365 0.27660 3.90273 -0.143
C -2.06781 0.31368 1.46857 -0.090
H -0.22942 -0.19093 4.92003 0.091
H 0.45956 2.60083 -4.22953 -0.003
C 2.73589 -3.11503 -0.57613 -0.154
H 3.50527 -3.86433 -0.80853 0.076
C 1.74970 -3.37382 0.39424 -0.122
N 0.01028 -0.07514 0.35472 -0.217
C -1.64063 -0.84063 -3.84660 -0.073
N 0.21625 3.00930 1.29469 -0.100
H -0.75408 -0.29908 -3.46386 -0.011
C -2.78419 0.41848 2.66376 -0.115
C 1.88174 -0.85359 -0.92779 -0.140
C -0.74198 -0.02253 3.96471 -0.121
H 1.49590 3.68206 -3.46883 0.003
H -3.86565 0.56587 2.61850 0.087
H -2.51198 0.31152 0.45515 0.079
H 0.98256 -0.61629 2.72821 0.115
H -0.69886 2.76586 1.68985 0.009
```

Lowest unoccupied orbital energy (eV): 3.09
Charge: -1
HOMO level (eV): -0.45

***

Below is a structure of composition C19H15BF4N3O3RuS, with properties calculated with ωB97M-V with the def2-TZVPD basis set.

```
47
Properties=species:S:1:pos:R:3:lowdin_charge:R:1
H 0.52445 2.37608 -0.90664 0.108
H 2.95404 0.39885 -3.66956 0.114
H 0.36446 4.88754 1.82789 0.118
H -1.95209 -1.55712 -2.01709 0.065
H 2.67194 1.78217 -1.59615 0.139
C 1.87980 1.93205 3.77545 -0.041
O -0.17118 2.61100 0.81370 -0.283
C 1.10287 1.67817 2.63449 -0.155
N 0.19286 -0.09167 1.26643 -0.090
C 0.40452 -5.25689 -0.75633 -0.092
N 0.29752 -1.41153 0.88831 0.080
H -0.27674 -6.50532 -2.36956 0.104
O -1.25568 -0.74580 -0.66984 -0.228
B -3.35266 0.90945 2.36033 -1.233
F -2.90278 -0.35332 1.85218 0.060
C 0.80017 4.06467 2.37891 -0.011
Ru -1.52560 1.05852 0.43713 1.522
C 1.55703 4.28324 3.51066 -0.071
S -2.03499 2.09062 -1.78567 0.657
H 2.69743 3.38778 5.10876 0.102
H 1.59538 -0.44155 2.69623 0.134
C -0.47165 -1.65038 -0.13396 -0.403
H -1.67017 -4.73215 -3.39511 0.117
C -0.52907 1.55832 -2.44737 -0.708
H 1.72332 5.29831 3.84854 0.106
C -1.17495 -3.27105 -1.92839 -0.260
F -3.75804 1.62058 1.17463 0.033
H 0.88972 -0.23786 -4.93884 0.122
C -0.31921 -5.52235 -1.91737 -0.081
C -0.41838 0.79303 -3.61582 -0.070
C 1.84221 1.47438 -2.21570 -0.042
H 0.88758 -3.76576 0.70538 0.107
H 1.01205 -6.02647 -0.30003 0.099
O -1.95640 -2.36898 -2.56047 0.059
C 2.10496 3.21368 4.22133 -0.087
F -2.14536 1.57038 2.75486 0.072
N 0.62208 1.87975 -1.81213 0.066
C 0.33520 -4.00069 -0.19369 -0.032
H 2.30043 1.08943 4.31196 0.113
H -1.32437 0.51310 -4.13174 0.118
F -4.29018 0.83185 3.31676 0.220
C 0.96849 0.30531 2.21099 -0.051
C 1.97660 0.72096 -3.34511 -0.038
C -1.09728 -4.54284 -2.49695 -0.016
C 0.81591 0.37680 -4.05133 -0.021
C -0.44819 -2.98943 -0.76019 -0.082
C 0.55397 2.76516 1.92010 -0.340
```

Lowest unoccupied orbital energy (spin up / spin down) (eV): -0.88 / -1.84
Charge: 0
2S+1: 6
HOMO level (spin up / spin down) (eV): -8.13 / -8.22

***

Below is a cluster of 8 separate species, C8H32N16O8 in total in a non-equilibrium geometry, with properties calculated with ωB97M-V with the def2-TZVPD basis set.

```
64
Properties=species:S:1:pos:R:3:lowdin_charge:R:1
C -4.88863 -0.76616 3.33789 -0.695
O 6.30212 1.21930 -1.70018 0.013
N -1.22675 -2.87850 -2.96147 0.151
H 4.06305 1.82904 -1.17872 0.096
H -1.84845 -5.06394 4.04334 0.101
H -6.39999 -0.95026 2.00748 0.096
H 2.16139 0.05797 1.95661 0.106
H 1.15265 -1.46223 -0.56196 0.067
N -1.77838 -2.34326 -0.78573 0.188
H 2.23911 1.79174 1.63557 0.099
H -3.95891 1.28220 -2.71562 0.094
H -1.66477 1.73989 -2.16238 0.099
N -4.02112 0.86141 -1.80774 0.153
H 2.98083 5.64669 -1.75377 0.086
H 1.79614 -1.84486 -3.92304 0.093
H -3.09160 -0.32035 2.52493 0.069
N 1.43131 -1.70008 -1.49886 0.182
O -3.33175 0.80114 0.36755 0.005
H 1.20499 -2.57442 -1.93741 0.083
H 0.47878 -1.10317 1.21024 0.067
N 4.69528 2.32121 -0.56860 0.168
N 6.93009 2.73796 -0.12669 0.140
H 6.70603 3.67043 0.17651 0.088
N 1.79376 0.89546 1.54903 0.186
H -1.51217 -2.48904 0.18191 0.065
H -1.15130 -3.63985 -3.61067 0.103
H 4.30599 2.82278 0.21021 0.076
C 5.99521 2.04925 -0.85461 -0.690
O -0.34415 -3.26488 1.86931 -0.019
O 2.70049 4.70523 1.25479 0.012
H -4.96932 -0.21731 1.35875 0.049
N 3.28903 5.51630 -0.81223 0.140
N -0.09122 -0.28987 1.06189 0.183
H -2.27538 -1.51739 -1.05721 0.083
H -1.77919 -4.71634 0.50379 0.058
C -3.11071 1.07960 -0.80717 -0.682
O 0.04139 2.02376 0.72351 -0.013
N 1.38266 4.29293 -0.56125 0.162
N -1.90029 1.54308 -1.20957 0.174
N -2.00552 -4.74055 1.48747 0.168
N -5.42161 -0.75044 2.08311 0.147
H 4.11265 5.92093 -0.40910 0.095
C 2.43823 4.88985 0.07858 -0.683
C -1.28720 -3.27579 -1.64157 -0.678
O -0.89737 -4.38642 -1.29445 0.015
H -2.56135 -5.52601 1.77733 0.102
H -3.09800 -0.43304 4.26958 0.101
H -4.92466 0.52826 -1.51931 0.101
H -1.14478 -1.90870 -3.20025 0.085
O -5.57064 -1.04332 4.32328 -0.003
H 1.75576 -0.15259 -4.29053 0.100
O 1.43420 0.56703 -1.95010 0.016
H 1.10170 4.59982 -1.46988 0.089
H -0.94838 -0.35281 0.54023 0.061
H -1.21135 1.61389 -0.43120 0.060
C -1.11873 -4.12051 2.31288 -0.654
N -3.58223 -0.42730 3.39698 0.167
C 0.52773 0.93532 1.05651 -0.619
N 1.58377 -0.90264 -3.64904 0.144
H -0.61566 -3.86496 4.23171 0.105
H 7.90054 2.57738 -0.32342 0.096
N -1.22769 -4.39110 3.63679 0.166
C 1.47178 -0.59929 -2.31252 -0.668
H 0.98258 3.49751 -0.08152 0.055
```

SMILES: NC(N)=O.NC(N)=O.NC(N)=O.NC(N)=O.NC(N)=O.NC(N)=O.NC(N)=O.NC(N)=O
Lowest unoccupied orbital energy (eV): 0.21
Charge: 0
HOMO level (eV): -9.16

***

Below is an isolated molecule of C4H2FIO in a non-equilibrium geometry, with properties calculated with ωB97M-V with the def2-TZVPD basis set.

```
9
Properties=species:S:1:pos:R:3:lowdin_charge:R:1
H -0.21900 -1.61813 -0.59731 0.137
C 0.63386 -1.03714 -0.22635 -0.190
C 1.22527 1.33935 0.21966 -0.258
I 3.90378 -0.13661 0.03902 1.050
F 1.85467 -2.92958 -0.08435 0.023
C 2.53163 1.45597 0.07518 -0.391
O 0.32011 0.23238 0.15506 -0.078
H 0.69768 2.21614 0.18602 0.078
C 1.78350 -1.62417 0.00254 -0.371
```

Lowest unoccupied orbital energy (spin up / spin down) (eV): 0.24 / -2.15
Charge: 0
2S+1: 3
HOMO level (spin up / spin down) (eV): -7.97 / -8.50

***

Below is a structure of composition C17H25N3O3 in a non-equilibrium geometry, with properties calculated with ωB97M-V with the def2-TZVPD basis set.

```
48
Properties=species:S:1:pos:R:3:lowdin_charge:R:1
H 3.69849 -2.79416 0.35725 0.141
H -0.65025 0.93345 2.11765 0.172
H -1.04674 -3.54775 -0.29791 0.015
H 1.46107 -0.89555 -0.55150 0.174
H 1.75229 0.82127 1.53269 0.191
H 1.74911 -2.09167 1.78463 0.144
O 0.53668 -2.60933 0.59788 -0.245
H -0.87410 0.78938 -1.79345 0.174
C -2.30964 -0.91183 -0.81790 -0.020
C 2.79705 1.13984 -0.86733 -0.031
N 1.46147 1.08544 -0.53940 -0.101
C -0.74607 1.86005 -1.28411 -0.023
C -4.28577 -1.52570 -0.48209 -0.292
H 2.05390 3.14945 1.36460 0.127
C -1.39178 1.30340 -0.00622 -0.425
C 1.76846 -2.90539 1.01926 -0.270
H -5.80194 -0.29386 0.81862 0.149
H 3.29512 2.02729 -0.14923 0.187
N -3.20399 -1.79828 -0.77895 0.089
H 2.02301 -3.95208 1.42544 0.143
H 0.32710 3.30286 1.87185 0.165
C -4.77713 -0.53097 0.33982 -0.007
C 0.69870 2.15720 -1.09599 -0.382
C 0.78953 3.40661 -0.38511 -0.071
N 2.49411 -1.33628 -0.52279 0.058
H 0.48733 -4.04044 -1.04504 0.126
O -1.78701 2.49534 0.77468 -0.032
H 2.52118 -3.34810 -0.85336 -0.004
H 1.65083 3.90038 -0.60910 0.073
H -4.00722 1.57226 0.74516 0.193
C -2.56814 0.26787 0.05430 -0.127
C -3.73785 0.33774 0.49072 -0.105
C -0.10073 -3.77331 -0.03552 -0.040
C 2.75824 -2.76188 -0.21939 -0.053
H -0.24229 -0.56181 0.75953 0.199
H -2.45101 2.76232 0.18720 0.047
C -0.43141 0.78907 0.95494 -0.050
C 1.03323 2.76092 1.13385 -0.161
H -1.41459 2.48456 -1.44705 0.047
H -1.40471 -1.04631 -0.97357 0.025
H 3.10891 1.15916 -1.68488 -0.005
H -0.03344 4.10250 -0.26133 0.122
H 1.04216 2.49111 -2.23168 0.207
H -5.10950 -2.31511 -0.52649 0.127
H 0.00833 -4.82170 0.48242 0.124
C 3.33152 -0.37087 -0.19208 -0.461
O 4.52486 -0.37172 -0.05315 0.043
C 1.00264 1.50467 0.89214 -0.359
```

Lowest unoccupied orbital energy (eV): 0.39
Charge: 0
HOMO level (eV): -8.38

***

> Which value of charge does entry 2 give?

0